Record 1
Computed, not measured: a 2-piece molecular cluster, C2H3ClN2O overall at a distorted geometry, with wB97M-V/def2-TZVPD.

Results
Frontier orbital gap   10.50 eV
SMILES   O/N=C/Cl.C#N
Electronic energy   -19669.21163 eV
Highest occupied orbital energy   -10.10 eV

```
! RIJCOSX wB97M-V def2-TZVPD def2/J DEFGRID3
* xyz 0 1
O -1.5221 0.7953 -0.2079
N -0.1828 1.1132 -0.4468
C 0.6685 0.6679 0.4367
Cl 2.2324 1.1561 0.2777
H -2.1258 1.1220 -1.0088
H 0.5290 0.0894 1.3738
C 0.0922 -1.6570 -0.1891
N 1.0750 -2.2541 0.0087
H -0.7664 -1.0328 -0.2443
*
```



Record 2
Computed, not measured: an isolated molecule of C20H23N3O4S at a distorted geometry, with wB97M-V/def2-TZVPD.

Results
Frontier orbital gap   8.80 eV
SMILES   O=C(CNc1cccc(S(=O)(=O)N2CCOCC2)c1)N1CCc2ccccc21
Electronic energy   -44608.78863 eV
Highest occupied orbital energy   -8.48 eV

```
! RIJCOSX wB97M-V def2-TZVPD def2/J DEFGRID3
* xyz 0 1
O -0.1893 0.1000 -2.5611
C -1.0600 0.7950 -2.0752
C -2.5054 0.2786 -1.9762
N -3.0025 0.2394 -0.6194
C -2.5481 -0.6830 0.2977
C -3.1908 -0.7892 1.5379
C -2.7176 -1.6416 2.5151
C -1.5819 -2.4065 2.2885
C -0.9593 -2.3065 1.0613
S 0.5404 -3.2397 0.7431
O 0.6302 -4.2952 1.7104
O 0.5858 -3.5627 -0.6501
N 1.8161 -2.2184 1.0451
C 2.1680 -1.9516 2.4186
C 1.5694 -0.6235 2.8918
O 1.9400 0.4320 2.0306
C 1.4970 0.1979 0.7097
C 2.0624 -1.1121 0.1493
C -1.4209 -1.4740 0.0643
N -0.8408 2.0507 -1.6232
C -1.8542 2.9150 -1.0224
C -1.1409 4.2306 -0.6681
C 0.2644 4.0019 -1.1374
C 1.3457 4.8540 -1.0901
C 2.5630 4.4170 -1.5956
C 2.6806 3.1490 -2.1385
C 1.5974 2.2828 -2.1908
C 0.3884 2.7241 -1.6810
H -2.5083 -0.7151 -2.4441
H -3.1501 0.9379 -2.5626
H -3.9648 0.5156 -0.4967
H -4.0737 -0.1936 1.7239
H -3.2345 -1.7094 3.4603
H -1.1876 -3.0837 3.0277
H 1.8061 -2.7891 3.0135
H 3.2607 -1.9004 2.4887
H 1.9522 -0.3557 3.8782
H 0.4712 -0.7010 2.9343
H 1.8455 1.0468 0.1194
H 0.3967 0.1708 0.6924
H 1.6125 -1.3536 -0.8128
H 3.1468 -1.0115 0.0244
H -0.9019 -1.4710 -0.8786
H -2.2671 2.4316 -0.1347
H -2.6668 3.0831 -1.7360
H -1.5916 5.0861 -1.1738
H -1.1675 4.4259 0.4051
H 1.2458 5.8426 -0.6680
H 3.4204 5.0717 -1.5657
H 3.6312 2.8218 -2.5312
H 1.6905 1.2989 -2.6171
*
```



Record 3
Computed, not measured: C25H28CeN4O2S7Sb as an isolated structure at a distorted geometry, with wB97M-V/def2-TZVPD.

Results
Frontier orbital gap   5.25 eV
Electronic energy   -131755.72959 eV
Highest occupied orbital energy   -4.35 eV

```
! RIJCOSX wB97M-V def2-TZVPD def2/J DEFGRID3
* xyz -1 1
Ce -0.9387 -0.5679 1.7981
C 0.9348 -5.4319 -3.4998
C 0.7383 -4.2237 -2.6187
C 1.8264 -3.5352 -2.0821
C 1.6840 -2.4444 -1.2491
C 2.9237 -1.8313 -0.6662
N 2.9343 -0.4138 -0.6159
C 4.1812 0.2448 -0.2701
C 4.3764 0.5741 1.2163
C 3.8527 1.9573 1.6044
N 2.4780 2.1638 1.1833
C 2.1063 3.0882 0.3480
C 0.7972 3.3282 -0.1190
C 0.5799 4.4007 -1.0079
C -0.6625 4.6888 -1.5103
C -0.9034 5.8630 -2.4255
C -1.7314 3.8744 -1.1123
C -1.5892 2.7994 -0.2559
C -2.7832 2.0745 0.1426
N -2.8573 1.0040 0.8232
C -4.2091 0.5565 1.1425
C -4.6566 -0.5835 0.2275
C -3.8605 -1.8706 0.4192
N -2.4700 -1.7290 0.0068
C -2.0622 -2.5211 -0.9098
C -0.7138 -2.7161 -1.3798
C -0.5151 -3.7950 -2.2518
C 0.3947 -1.9865 -0.8747
O 0.2546 -0.9594 -0.0827
C -0.3007 2.4878 0.2858
O -0.1202 1.5410 1.0993
H 1.8849 -5.3752 -4.0313
H 0.1312 -5.5128 -4.2325
H 0.9395 -6.3457 -2.9010
H 2.8314 -3.8797 -2.3066
H 3.7877 -2.1571 -1.2498
H 2.1190 -0.0576 -0.1391
H 4.2460 1.1730 -0.8548
H 4.9959 -0.4031 -0.5979
H 5.4370 0.5291 1.4754
H 3.8736 -0.1766 1.8213
H 4.4676 2.7365 1.1467
H 3.9037 2.0626 2.6899
H 1.7519 1.5464 1.5674
H 2.9032 3.7310 -0.0169
H 1.4290 5.0138 -1.2947
H 0.0298 6.2239 -2.8563
H -1.3638 6.6889 -1.8781
H -1.5763 5.5916 -3.2397
H -2.7234 4.0966 -1.4940
H -3.7163 2.5626 -0.1654
H -4.9176 1.3869 1.0508
H -4.2209 0.2125 2.1770
H -4.5738 -0.2594 -0.8157
H -5.7067 -0.7943 0.4384
H -4.3521 -2.6770 -0.1394
H -3.8638 -2.1312 1.4800
H -2.7939 -3.2011 -1.3629
H -1.3905 -4.3279 -2.6120
S 2.5203 -3.8762 4.3319
Sb 1.5704 -2.6377 2.6927
S 1.4652 -0.3391 3.2328
S -0.4903 -3.4295 1.9394
S 3.3458 -2.7755 0.9574
S -4.0588 0.5659 5.6442
C -2.9184 0.2042 4.4854
S -1.8463 1.3858 3.8612
S -2.8089 -1.3916 3.8308
*
```



Record 4
Computed, not measured: C25H33O2SeTm as an isolated structure at a distorted geometry, with wB97M-V/def2-TZVPD.

Results
Frontier orbital gap (alpha / beta)   7.06 / 7.07 eV
Electronic energy   -125429.62256 eV
Highest occupied orbital energy (alpha / beta)   -6.91 / -6.92 eV
<S²>   2.002

```
! RIJCOSX wB97M-V def2-TZVPD def2/J DEFGRID3
* xyz 0 3
O 2.0695 0.4965 -2.6087
C 2.2550 -0.5335 -3.6380
C 3.7458 -0.2004 -3.7882
H 1.6217 -0.3477 -4.5077
H 2.0346 -1.4993 -3.1857
C 3.4960 0.7338 -2.5524
H 4.0003 0.3209 -4.7176
H 4.3858 -1.0616 -3.5938
C 3.7112 2.2299 -2.6654
H 2.9319 2.6983 -3.2813
H 4.7057 2.4673 -3.0574
H 3.6236 2.6691 -1.6600
C 4.2007 0.1419 -1.3500
H 4.1187 -0.9550 -1.3466
H 3.8407 0.5708 -0.4041
H 5.2768 0.3803 -1.4403
Tm -1.5063 0.0648 0.8610
C 1.1498 -2.2941 1.2996
C -0.2656 -2.4057 1.4013
C -0.7959 -2.5407 0.0669
H -0.8374 -2.5050 2.3283
C 0.3109 -2.5285 -0.8350
C 1.5029 -2.4479 -0.0658
H 2.5130 -2.5343 -0.4548
H 1.8391 -2.1139 2.1286
H -1.8459 -2.7145 -0.1851
H 0.2659 -2.5938 -1.9105
C 0.1273 0.8014 2.5532
C 1.0772 0.7817 1.4711
C 0.8441 1.9104 0.6661
H 1.8813 0.0574 1.2901
C -0.3479 2.5423 1.1064
C -0.7859 1.8912 2.2991
H -1.6394 2.1907 2.9116
H 0.2017 0.2039 3.4598
H 1.5346 2.2644 -0.1004
H -0.7073 3.4974 0.7087
O -1.7656 0.9062 -0.9991
C -0.9521 1.7925 -1.9134
C -1.7757 2.0585 -3.1527
H -0.0086 1.2878 -2.1178
H -0.7750 2.7028 -1.3393
C -3.1918 1.5900 -2.8538
H -1.3667 1.5233 -4.0069
H -1.7383 3.1216 -3.3940
C -3.1609 0.7717 -1.5688
H -3.5953 0.9824 -3.6646
H -3.8565 2.4428 -2.7184
H -3.3222 -0.3000 -1.7360
H -3.8416 1.1425 -0.7945
Se -4.0665 -0.5986 1.7588
C -3.2112 -1.2270 3.3160
C -2.7352 -0.2871 4.2575
C -2.0719 -0.7264 5.3980
C -1.9611 -2.1020 5.6634
C -2.3751 -3.0374 4.6992
C -3.0161 -2.6087 3.5417
H -2.9183 0.7730 4.0548
H -1.6585 0.0094 6.0906
H -1.5825 -2.4463 6.6316
H -2.2149 -4.1037 4.8625
H -3.3728 -3.3058 2.7823
*
```



Record 5
Computed, not measured: an isolated ion of composition C4H10N3O and charge +1 at a distorted geometry, with wB97M-V/def2-TZVPD.

Results
Frontier orbital gap (alpha / beta)   6.47 / 8.34 eV
SMILES   C[NH2+]/C=[NH+]/C([O-])=C/N
Electronic energy   -10816.61524 eV
Highest occupied orbital energy (alpha / beta)   -10.76 / -11.94 eV

```
! RIJCOSX wB97M-V def2-TZVPD def2/J DEFGRID3
* xyz 1 1
C 1.0359 1.7030 1.6639
N 0.9896 0.2044 1.8435
C -0.2718 -0.2306 1.2423
N -0.0996 -0.4146 -0.1449
C -0.3295 -1.1348 -1.4209
O 0.5937 -0.8413 -2.2151
C -1.3748 -1.9212 -2.0858
N -1.0237 -2.3834 -3.2759
H 0.1563 2.2764 1.7724
H 1.8312 2.2658 2.3001
H 1.1935 2.0099 0.7140
H 0.9428 0.0745 2.9416
H 1.7827 -0.3032 1.5405
H -0.9026 -0.9538 1.7192
H 0.7664 0.0466 -0.3052
H -2.3021 -2.4553 -1.6755
H -1.7315 -2.8202 -3.9355
H -0.1174 -2.0523 -3.6223
*
```



Record 6
Computed, not measured: C18H45KNO13P3 as an isolated structure at a distorted geometry, with wB97M-V/def2-TZVPD.

Results
Frontier orbital gap   6.38 eV
Electronic energy   -91700.87585 eV
Highest occupied orbital energy   -6.12 eV

```
! RIJCOSX wB97M-V def2-TZVPD def2/J DEFGRID3
* xyz 0 1
K 0.7214 0.4605 -0.2479
C -0.7767 3.0640 0.9355
C -2.1355 2.4002 0.8619
C -2.9653 3.3791 0.0712
C -4.3287 2.8394 -0.3805
C -4.0666 1.6135 -1.1630
C -3.2882 0.5108 -0.3586
N -2.0451 1.0956 0.1942
O -1.4406 0.1978 1.1221
C -2.9301 -0.5876 -1.4123
C -4.2746 -0.1802 0.6073
C -2.6607 2.2414 2.3113
H -0.2566 2.9420 -0.0415
H -0.0982 2.5829 1.6543
H -0.7782 4.1458 1.1751
H -2.3679 3.6862 -0.8170
H -3.0500 4.2717 0.7142
H -4.8634 3.6054 -0.9473
H -4.8926 2.5785 0.5365
H -3.6968 1.9060 -2.1534
H -5.0679 1.2468 -1.3199
H -2.5472 -1.5466 -0.9440
H -2.1665 -0.2113 -2.1327
H -3.7731 -0.7349 -2.0160
H -3.6155 -0.6691 1.2707
H -4.9128 -0.8591 0.1030
H -4.8930 0.5062 1.1563
H -1.8853 1.6791 2.8543
H -3.5891 1.6423 2.3499
H -2.7997 3.2433 2.7914
C 0.5339 2.7475 -3.5084
O 0.8856 1.8638 -4.5819
P 1.9368 0.7065 -4.2205
O 1.7315 -0.0460 -3.0128
O 1.9522 -0.0960 -5.4898
C 2.0936 0.5029 -6.7803
O 3.3347 1.4508 -4.1671
C 4.3685 1.0969 -3.2843
H 1.4554 3.0885 -3.0015
H -0.2068 2.2629 -2.8631
H 0.1499 3.6709 -3.9518
H 1.3359 -0.0011 -7.4605
H 3.0778 0.2867 -7.1053
H 1.8892 1.5380 -6.8236
H 4.1205 0.1690 -2.7952
H 4.4839 1.8614 -2.5548
H 5.2717 0.9949 -3.8894
C 3.2190 -2.8013 3.9651
O 2.8880 -1.7681 3.0896
P 2.1191 -0.4273 3.2846
O 2.1019 0.5138 2.1781
O 0.7927 -1.0435 3.7957
C -0.3806 -0.2537 3.8402
O 2.8831 0.1296 4.5656
C 3.1536 1.4761 4.9202
H 4.2975 -2.9077 3.9743
H 2.6445 -3.6971 3.5973
H 2.8565 -2.5899 4.9480
H -0.1532 0.7759 4.1707
H -0.9954 -0.7413 4.6654
H -0.8538 -0.0984 2.8540
H 2.1864 1.8989 5.2184
H 3.5788 2.0646 4.1076
H 3.9372 1.6376 5.6981
C -1.2626 -2.7654 1.6416
O -0.5543 -3.7731 0.7881
P 0.8771 -3.4384 0.2070
O 1.3949 -2.0804 0.1605
O 1.7403 -4.4069 1.0469
C 3.0195 -4.8331 0.6438
O 0.9087 -4.1754 -1.2573
C 0.3258 -3.4804 -2.3754
H -2.2446 -3.1230 1.7289
H -1.3115 -1.7743 1.1163
H -0.7127 -2.6712 2.5760
H 2.8845 -5.7948 0.0339
H 3.5889 -5.0967 1.5581
H 3.4947 -4.0191 0.0582
H -0.6156 -3.0084 -2.0979
H 0.1620 -4.1505 -3.2289
H 1.0599 -2.7245 -2.7577
*
```



Record 7
Computed, not measured: a 9-piece molecular cluster, C49H75F24O22P overall, with wB97M-V/def2-TZVPD.

Results
Frontier orbital gap   10.26 eV
SMILES   CCCCCCCCCCCCCCCOC(=O)OCP(=O)(O)O.CCOC(=O)C(F)(F)F.CCOC(=O)C(F)(F)F.CCOC(=O)C(F)(F)F.CCOC(=O)C(F)(F)F.CCOC(=O)C(F)(F)F.CCOC(=O)C(F)(F)F.CCOC(=O)C(F)(F)F.CCOC(=O)C(F)(F)F
Electronic energy   -171588.79302 eV
Highest occupied orbital energy   -10.40 eV

```
! RIJCOSX wB97M-V def2-TZVPD def2/J DEFGRID3
* xyz 0 1
C -6.1112 11.0684 -0.8562
C -5.7721 11.0438 0.6420
C -4.8420 9.8872 1.0611
C -5.3139 9.1372 2.3068
C -6.6070 8.3480 2.0990
C -6.4645 7.2058 1.0774
C -6.9154 5.8523 1.6201
C -6.7122 4.7103 0.6078
C -6.0005 3.4703 1.1823
C -4.9867 2.8947 0.1952
C -4.1866 1.7034 0.7476
C -4.6893 0.3201 0.2744
C -3.6133 -0.5176 -0.4260
C -4.2039 -1.4849 -1.4451
C -3.1645 -2.3204 -2.2078
O -1.8058 -1.9514 -1.8598
C -1.0151 -2.9194 -1.3818
O -1.2789 -3.6940 -0.5240
O 0.1905 -2.9526 -2.0151
C 0.6974 -1.7317 -2.5601
P 0.4968 -1.7685 -4.3633
O -0.8498 -1.5510 -4.8831
O 1.0946 -3.1933 -4.7909
O 1.6064 -0.6920 -4.7919
H -5.3606 10.5257 -1.4327
H -6.1477 12.0860 -1.2448
H -7.0760 10.6014 -1.0585
H -6.6913 11.0193 1.2301
H -5.2800 11.9862 0.8896
H -4.7130 9.1961 0.2239
H -3.8487 10.2945 1.2641
H -4.5234 8.4600 2.6451
H -5.4626 9.8672 3.1096
H -6.9192 7.9294 3.0597
H -7.4003 9.0302 1.7844
H -7.0961 7.4244 0.2103
H -5.4419 7.1399 0.6943
H -6.4089 5.6282 2.5637
H -7.9774 5.9396 1.8524
H -7.6790 4.4001 0.2072
H -6.1052 5.0835 -0.2226
H -6.7328 2.6930 1.4168
H -5.4670 3.7459 2.0959
H -4.3195 3.6979 -0.1175
H -5.5273 2.5789 -0.7041
H -3.1437 1.8156 0.4444
H -4.2171 1.7417 1.8385
H -5.0784 -0.2329 1.1315
H -5.5312 0.4655 -0.4089
H -2.8978 0.1467 -0.9148
H -3.0588 -1.0932 0.3191
H -4.8075 -0.9354 -2.1701
H -4.8823 -2.1719 -0.9335
H -3.2888 -3.3836 -2.0093
H -3.2288 -2.1564 -3.2814
H 1.7569 -1.6847 -2.3093
H 0.1918 -0.8546 -2.1632
H 2.0462 -3.1622 -4.9460
H 1.6458 -0.5740 -5.7503
C 0.7548 4.5815 -2.5559
C 0.6851 5.9221 -1.8596
O -0.6426 6.1801 -1.3473
C -0.9361 5.6230 -0.1865
O -0.2351 4.9339 0.4940
C -2.3674 6.0288 0.2361
F -3.2252 5.9334 -0.7847
F -2.3724 7.3002 0.6644
F -2.7961 5.2523 1.2251
H 0.0060 4.5226 -3.3462
H 1.7421 4.4519 -2.9988
H 0.5798 3.7646 -1.8565
H 0.8755 6.7340 -2.5548
H 1.4022 5.9866 -1.0416
C 3.3556 10.5957 2.7651
C 2.0899 9.8630 2.3848
O 1.7987 10.0206 0.9742
C 2.4499 9.2170 0.1539
O 3.2496 8.3732 0.4338
C 1.9852 9.4672 -1.2995
F 1.9068 10.7661 -1.5862
F 0.7710 8.9198 -1.4688
F 2.8211 8.8919 -2.1602
H 3.2850 11.6479 2.4896
H 3.5084 10.5270 3.8419
H 4.2224 10.1645 2.2662
H 1.2208 10.2792 2.8881
H 2.1510 8.8005 2.6161
C -12.5601 8.0043 5.1493
C -13.1850 8.0092 3.7734
O -12.2038 7.6972 2.7534
C -11.9399 6.4171 2.5752
O -12.4193 5.4859 3.1536
C -10.9066 6.2466 1.4375
F -9.9015 7.1182 1.5582
F -11.4993 6.4496 0.2536
F -10.4051 5.0154 1.4500
H -11.7150 8.6917 5.1871
H -13.2981 8.3175 5.8873
H -12.2083 7.0087 5.4162
H -13.5500 8.9971 3.5040
H -14.0089 7.3007 3.7000
C 2.9119 -5.8392 -2.2746
C 2.5221 -6.4349 -3.6082
O 3.6766 -6.5984 -4.4686
C 4.4064 -7.6816 -4.2629
O 4.2258 -8.5442 -3.4570
C 5.5713 -7.7230 -5.2797
F 6.1729 -6.5301 -5.3850
F 5.1097 -8.0640 -6.4886
F 6.4815 -8.6167 -4.9071
H 3.4445 -4.8978 -2.4173
H 2.0167 -5.6449 -1.6844
H 3.5574 -6.5158 -1.7157
H 1.8588 -5.7667 -4.1530
H 2.0211 -7.3943 -3.4901
C 9.6299 -7.3165 -4.3629
C 10.5359 -6.4312 -3.5397
O 10.4609 -6.7731 -2.1336
C 11.1934 -7.7997 -1.7446
O 11.9217 -8.4737 -2.4127
C 11.0203 -8.0105 -0.2221
F 9.7397 -7.9462 0.1423
F 11.6984 -7.0653 0.4434
F 11.5034 -9.1990 0.1361
H 8.6074 -7.2681 -3.9913
H 9.6378 -6.9900 -5.4025
H 9.9572 -8.3551 -4.3267
H 10.2229 -5.3908 -3.5824
H 11.5731 -6.4939 -3.8661
C 14.4357 -10.7984 0.8912
C 15.3083 -9.8785 1.7130
O 15.2787 -10.2401 3.1135
C 16.0781 -11.2307 3.4738
O 16.8237 -11.8552 2.7797
C 15.9572 -11.4681 4.9977
F 14.6811 -11.4689 5.3943
F 16.5990 -10.4922 5.6566
F 16.5037 -12.6310 5.3318
H 13.4178 -10.8036 1.2815
H 14.4113 -10.4543 -0.1430
H 14.8157 -11.8194 0.9065
H 14.9390 -8.8558 1.6878
H 16.3404 -9.8830 1.3652
C 12.0857 -11.7410 -2.2306
C 11.1100 -12.8881 -2.1074
O 10.8083 -13.4598 -3.4028
C 11.6882 -14.3271 -3.8732
O 12.6970 -14.6998 -3.3521
C 11.2062 -14.8663 -5.2408
F 10.7605 -13.8815 -6.0273
F 10.2042 -15.7374 -5.0537
F 12.1951 -15.4917 -5.8689
H 11.7102 -10.9879 -2.9212
H 12.2325 -11.2730 -1.2585
H 13.0509 -12.0903 -2.5969
H 10.1474 -12.5523 -1.7281
H 11.4843 -13.6729 -1.4512
C -13.0174 0.9037 3.8273
C -12.9746 2.2427 4.5274
O -14.2078 2.4985 5.2431
C -14.3180 1.9375 6.4333
O -13.5210 1.2453 6.9945
C -15.6648 2.3457 7.0759
F -16.6745 2.2539 6.2052
F -15.5941 3.6176 7.4991
F -15.9375 1.5718 8.1201
H -13.8813 0.8482 3.1646
H -12.1131 0.7732 3.2333
H -13.0809 0.0858 4.5441
H -12.8901 3.0613 3.8176
H -12.1401 2.3069 5.2245
*
```



Record 8
Computed, not measured: a 4-piece molecular cluster, H9O4 overall at a distorted geometry, with wB97M-V/def2-TZVPD.

Results
Frontier orbital gap (alpha / beta)   13.43 / 2.73 eV
Electronic energy   -8312.95357 eV
Highest occupied orbital energy (alpha / beta)   -20.99 / -19.77 eV
<S²>   0.757

```
! RIJCOSX wB97M-V def2-TZVPD def2/J DEFGRID3
* xyz 2 2
O -0.1426 -2.0238 1.8826
H -0.9824 -2.3915 2.2582
H 0.6403 -2.4180 2.3578
O 0.2430 -0.9735 -2.0274
H -0.0462 -0.8525 -2.9408
H 0.1936 -1.9230 -1.8285
O 0.1884 2.8761 -0.0131
H 0.5926 3.4026 -0.7356
H -0.2187 3.4819 0.6512
O -0.2772 0.1799 0.1617
H -0.1297 -0.3419 -0.7869
H -0.2532 1.1423 0.0122
H -0.0639 -0.3908 0.9451
*
```



- The lowest electronic energy belongs to which entry?
  C49H75F24O22P



- electronic energy of number 1 (C2H3ClN2O)?
  -19669.21163 eV